C86H192N10O20 | ωB97M-V with the def2-TZVPD basis set

As for the net charge: +2. As for the highest occupied orbital energy: -8.6 eV. Its spin multiplicity is 1. Its largest force on an atom is 0.0888 hartree/bohr. The value obtained for the HOMO-LUMO gap is 4.564 eV.

Atoms and positions in Å:
C -1.5671 -1.2245 2.7383
C -1.3310 -2.2358 3.8833
C -0.9174 -3.5386 3.3802
N -0.4805 -4.5499 4.4543
C -0.3603 -5.9190 3.9410
C -1.6689 -6.4591 3.4221
C -2.8196 -6.3086 4.4440
C -2.8463 -4.9773 5.1834
C -1.4686 -4.5860 5.6310
C 0.8650 -4.0690 5.0401
H -2.3506 -1.5664 2.0289
H -0.7342 -1.1354 2.0244
H -1.8570 -0.2417 3.1714
H -2.1723 -2.3069 4.5619
H -0.5493 -1.8342 4.5178
H -0.0404 -3.4738 2.7128
H -1.6727 -4.0859 2.8748
H 0.4201 -6.0047 3.1934
H -0.0046 -6.5148 4.7895
H -1.8424 -5.9468 2.4680
H -1.4173 -7.4466 3.0753
H -3.7533 -6.4831 3.8991
H -2.8311 -7.1486 5.1239
H -3.1655 -4.1855 4.4627
H -3.5443 -4.9324 6.0205
H -1.6128 -3.5967 6.0558
H -1.0249 -5.3532 6.2616
H 0.5615 -3.2075 5.5488
H 1.5308 -3.8321 4.2012
H 1.2538 -4.8953 5.5807
C 5.0520 1.2704 8.5123
C 5.0817 2.4258 7.5404
C 5.1217 1.8045 6.1260
N 4.8918 2.6882 4.9334
C 4.7399 1.7662 3.7097
C 4.1187 2.4195 2.4936
C 2.8059 3.0079 2.8196
C 2.9460 4.0708 3.8703
C 3.4742 3.4855 5.1625
C 5.9972 3.7344 4.6887
H 4.1427 0.6641 8.3909
H 5.0963 1.5097 9.5835
H 5.8857 0.5432 8.5196
H 5.9511 3.0311 7.8752
H 4.2611 3.1575 7.7163
H 4.4033 0.9665 6.0392
H 6.1619 1.4279 5.9039
H 4.2212 0.9634 4.1515
H 5.7374 1.4676 3.3390
H 3.9838 1.6279 1.7536
H 4.8702 3.0618 2.0500
H 2.1782 2.2096 3.2167
H 2.2844 3.4232 1.9411
H 1.9433 4.4833 4.0145
H 3.5033 4.9534 3.5663
H 2.8448 2.7694 5.6571
H 3.7114 4.2743 5.8599
H 6.9514 3.1892 4.5162
H 6.0687 4.3587 5.5730
H 5.7470 4.3190 3.8241
C -3.3167 11.5056 4.5128
C -3.2152 9.9752 4.7358
C -1.7813 9.6934 4.2228
N -1.3954 8.2240 4.1947
C -1.9810 7.4712 2.9744
C -1.5433 5.9999 2.9928
C -0.0751 5.9056 2.8590
C 0.6020 6.7079 3.9424
C 0.1641 8.1502 4.0419
C -1.8951 7.6096 5.4257
H -3.2682 11.8487 3.4851
H -2.5191 12.0185 5.0799
H -4.2340 11.8885 4.9222
H -3.9526 9.6015 4.0207
H -3.4511 9.8571 5.8005
H -1.0855 10.1987 4.8906
H -1.6709 10.0511 3.1714
H -1.7062 7.9761 2.0315
H -3.0383 7.4649 3.1969
H -2.1133 5.5647 2.1470
H -1.9065 5.4932 3.9187
H 0.1946 6.3499 1.8529
H 0.3240 4.8826 2.8536
H 1.6601 6.7835 3.7520
H 0.5055 6.2720 4.9262
H 0.2984 8.8014 3.1711
H 0.6693 8.6684 4.8877
H -1.5043 6.6060 5.6875
H -2.9699 7.5619 5.3974
H -1.6390 8.3022 6.2409
C -2.5036 -10.5433 -3.7371
C -2.4750 -9.0748 -4.0825
C -3.8686 -8.5190 -3.8927
N -3.9950 -7.0506 -4.2933
C -2.9213 -6.1129 -3.6442
C -3.1327 -5.9044 -2.1859
C -4.4836 -5.2136 -1.8925
C -5.5499 -6.1953 -2.4245
C -5.3649 -6.4445 -3.9169
C -3.8073 -6.9226 -5.7717
H -1.4916 -10.8520 -3.4995
H -2.8655 -11.1518 -4.5763
H -3.2059 -10.7396 -2.9051
H -2.1047 -8.9046 -5.0940
H -1.7799 -8.5495 -3.4345
H -4.2579 -8.6546 -2.8681
H -4.6113 -9.1316 -4.4782
H -1.9434 -6.4627 -3.9377
H -3.1267 -5.1973 -4.2338
H -3.0906 -6.9228 -1.7237
H -2.3397 -5.3487 -1.6967
H -4.7293 -5.0267 -0.8453
H -4.5365 -4.2939 -2.4807
H -5.4884 -7.1521 -1.9203
H -6.5756 -5.7773 -2.4023
H -6.1613 -7.0755 -4.3235
H -5.3677 -5.4642 -4.3353
H -3.6649 -5.8866 -6.0274
H -4.6524 -7.4258 -6.2201
H -2.8859 -7.3614 -6.0733
C -2.3027 1.3846 -3.0251
C -1.8938 1.6337 -4.4776
C -1.0377 0.4530 -4.9995
N -0.4514 0.6107 -6.4250
C 0.5631 -0.5440 -6.6395
C 1.3308 -0.4717 -7.9344
C 1.9917 0.8919 -8.0125
C 0.9987 2.0044 -7.9336
C 0.3844 1.9441 -6.5322
C -1.6135 0.6050 -7.4876
H -1.4431 1.3727 -2.3339
H -2.7788 0.4104 -2.8991
H -3.0938 2.0978 -2.7339
H -1.2922 2.5529 -4.4025
H -2.7312 1.7182 -5.1785
H -1.4913 -0.5328 -4.9182
H -0.2093 0.3667 -4.2832
H 1.2660 -0.3552 -5.8181
H -0.0255 -1.4535 -6.5503
H 2.0898 -1.2492 -7.9319
H 0.7092 -0.8001 -8.7680
H 2.7064 0.9881 -7.2061
H 2.6346 0.9793 -8.9044
H 1.4150 3.0133 -7.9504
H 0.3030 2.0947 -8.7718
H 1.1923 1.8585 -5.8043
H -0.3534 2.7566 -6.4209
H -1.1123 0.5358 -8.4810
H -2.2629 1.4629 -7.4116
H -2.2268 -0.3094 -7.3367
C 5.3438 -5.7828 -0.5136
C 4.7214 -4.4635 -0.0750
C 5.7640 -3.6509 0.6372
N 5.1077 -2.4477 1.3369
C 6.2092 -1.5371 1.8818
C 7.1160 -1.0434 0.8137
C 6.2685 -0.2297 -0.2009
C 5.0541 -0.9656 -0.7177
C 4.2166 -1.5804 0.4150
C 4.3101 -2.9317 2.4810
H 4.6126 -6.2566 -1.1513
H 5.5671 -6.5006 0.3014
H 6.2321 -5.5251 -1.0682
H 3.8798 -4.6239 0.6278
H 4.3529 -3.8849 -0.9374
H 6.5021 -3.3294 -0.0654
H 6.2693 -4.2482 1.4159
H 6.7141 -2.0971 2.6666
H 5.7470 -0.7044 2.4045
H 7.7324 -1.7869 0.3374
H 7.8070 -0.3515 1.3578
H 6.8559 0.0077 -1.0976
H 5.9293 0.7088 0.2193
H 5.3232 -1.7824 -1.3846
H 4.3530 -0.3026 -1.2376
H 3.3285 -2.1665 0.1605
H 3.8185 -0.7678 1.0583
H 3.4436 -3.4355 2.0935
H 3.9436 -2.0719 3.0635
H 4.9428 -3.5333 3.1765
C -5.6313 0.3604 -7.0972
C -5.6146 0.3350 -5.5906
C -6.8722 1.0771 -5.0333
O -6.9017 2.4603 -5.1390
C -5.8865 3.1246 -4.3449
N -5.6653 -0.9540 -4.9156
H -6.5571 -1.4160 -5.1564
H -4.9085 -1.5260 -5.2977
H -5.4991 -1.0475 -3.4917
H -6.4252 -0.3185 -7.4081
H -4.6909 0.0263 -7.5613
H -5.8280 1.3340 -7.5390
H -4.7254 0.8485 -5.1736
H -6.9494 0.8096 -3.9726
H -7.7778 0.7476 -5.5605
H -4.9242 2.8966 -4.8084
H -5.9050 2.7608 -3.3089
H -6.0505 4.2138 -4.4539
C -2.4480 1.4298 7.5872
C -2.3191 1.2502 6.1416
C -3.2654 2.1847 5.3521
O -3.2760 1.7450 3.9887
C -4.0454 2.5455 3.1378
N -0.8588 1.2874 5.8198
H -0.5009 2.1766 6.2141
H 0.3388 -0.0959 6.1092
H -0.7385 1.3446 4.8118
H -2.0673 2.3781 7.9408
H -1.8777 0.6190 7.9750
H -3.4734 1.3855 7.9544
H -2.6933 0.1990 5.9022
H -2.9633 3.2318 5.3188
H -4.2661 2.2458 5.8256
H -3.8304 3.6289 3.3605
H -5.1140 2.4939 3.3706
H -3.7878 2.2750 2.1190
C 1.6385 4.1420 -2.9336
C 2.6099 4.8749 -2.0169
C 2.0152 6.3127 -2.1492
O 2.6416 7.2565 -1.2642
C 2.0121 8.5325 -1.4134
N 2.4066 4.4695 -0.6449
H 2.6190 3.4955 -0.4478
H 3.0626 4.9870 -0.1001
H 1.4084 4.6516 -0.3481
H 1.6646 3.0569 -2.9044
H 1.8639 4.3935 -3.9893
H 0.6208 4.4597 -2.6540
H 3.6203 4.7622 -2.3465
H 0.9282 6.2926 -1.9481
H 2.2283 6.6221 -3.2058
H 2.0017 8.9069 -2.4292
H 2.5963 9.2141 -0.7841
H 0.9882 8.4286 -1.0901
C 1.2578 0.1725 1.0937
C 0.9387 -0.2783 -0.3673
C -0.5238 -0.7395 -0.5664
O -0.6622 -1.2782 -1.9286
C -1.7900 -2.0950 -1.9659
N 1.2684 0.8031 -1.3347
H 0.4728 1.4292 -1.3976
H 2.0999 1.2782 -0.9001
H 2.2236 0.4731 -2.8948
H 1.1532 -0.6342 1.8014
H 0.5118 0.9142 1.4029
H 2.1834 0.7574 1.1419
H 1.6155 -1.0815 -0.6662
H -1.1639 0.1513 -0.4066
H -0.8325 -1.6004 0.0276
H -1.7180 -2.9301 -1.2458
H -1.9751 -2.3943 -2.9947
H -2.6868 -1.5801 -1.6070
C 5.5061 2.7333 -1.9530
C 4.7397 2.9657 -0.5586
O 3.7697 2.1217 -0.3144
O 5.0710 3.8463 0.2663
H 4.8574 2.7747 -2.8343
H 5.9336 1.7384 -1.9851
H 6.3184 3.4333 -2.0633
C -5.2769 -1.1844 -0.1715
C -5.3645 -0.5977 -1.5504
O -5.5068 0.5851 -1.8405
O -5.3589 -1.5666 -2.5017
H -4.9055 -0.4965 0.6004
H -4.6161 -2.0540 -0.1728
H -6.2778 -1.4722 0.1206
C 0.9344 -5.5285 -5.3040
C 0.8121 -6.9420 -5.8067
O 1.8187 -7.4099 -6.3383
O -0.3530 -7.3986 -5.5773
H -0.0433 -5.0786 -5.1620
H 1.4065 -4.8550 -6.0387
H 1.4485 -5.5155 -4.3404
C 2.8545 -1.9249 -3.2001
C 3.0762 -0.7284 -4.1524
O 2.6727 0.4620 -3.6873
O 3.5218 -0.8057 -5.2398
H 1.8119 -2.0351 -2.8055
H 3.4755 -1.8790 -2.3088
H 2.9962 -2.8806 -3.6771
C -2.1638 -3.7305 -7.0696
C -3.1655 -3.0210 -6.0763
O -3.0834 -1.7584 -6.0869
O -3.8468 -3.7377 -5.2910
H -2.2912 -3.2360 -8.0267
H -2.4143 -4.7608 -7.1068
H -1.1755 -3.5486 -6.6677
C -2.1528 4.2290 -0.3777
C -0.6528 4.1767 -0.0856
O -0.0491 5.3324 -0.0757
O -0.1443 3.0751 0.2201
H -2.2562 3.4590 -1.1148
H -2.4679 5.2067 -0.7541
H -2.6772 3.8311 0.4977
C 3.0835 -1.5329 7.1621
C 2.1138 -0.6381 6.3251
O 2.4686 0.1358 5.4888
O 0.8243 -0.8337 6.6486
H 2.8125 -2.5612 6.9637
H 2.9518 -1.2783 8.1861
H 4.1055 -1.3463 6.7866
C 1.1756 -4.4043 -0.5928
C 1.3760 -4.1274 0.9249
O 1.3040 -2.9459 1.3066
O 1.7616 -5.1387 1.6431
H 1.6743 -5.2940 -0.8919
H 1.5185 -3.5206 -1.1748
H 0.0676 -4.4453 -0.6476

Atomic forces in eV per Å
-0.6 -0.1 -0.4
0.1 1.7 0.2
1.6 -2.2 -0.3
0.3 1.9 1.1
0.4 -1.1 0.2
0.3 1.0 -0.1
-0.7 -0.9 -1.0
-0.1 0.2 -1.6
0.1 -0.2 -0.7
-1.2 -0.9 -2.5
-0.1 0.2 0.8
0.1 0.0 1.0
0.2 -0.6 -0.5
-0.6 0.1 -0.2
0.4 0.3 0.1
-0.4 0.2 0.2
-0.9 0.1 -0.7
0.2 0.6 -0.3
-0.1 0.0 0.1
-0.5 0.0 0.2
-0.5 -0.8 0.3
0.0 0.3 0.0
0.5 -0.2 0.5
-0.1 -0.5 0.6
0.1 -0.2 0.0
1.0 0.0 0.4
-0.1 0.4 0.6
0.3 1.2 1.3
-0.2 -0.1 0.1
0.4 -0.4 0.9
-0.5 -1.5 1.5
0.6 0.8 0.4
1.7 0.2 -0.2
-1.5 1.9 -0.5
1.1 1.1 -0.2
0.8 -1.3 0.6
-0.7 0.7 -0.7
-0.8 0.0 0.4
2.1 -0.2 -0.6
-0.2 -1.7 0.7
0.2 0.2 0.0
-0.4 0.7 -0.3
-0.1 0.5 -1.0
0.0 -0.3 -1.0
0.1 -0.9 -0.3
0.4 0.6 0.2
-1.0 -0.1 0.6
-0.8 -1.2 -0.2
-0.1 -0.1 0.9
0.1 0.0 0.0
-0.4 0.5 -0.1
-0.3 0.0 0.0
0.2 -0.3 0.2
0.1 -0.2 0.7
0.5 -0.1 -0.2
-0.4 -0.5 -0.1
0.2 0.1 0.3
-0.7 0.4 0.1
0.1 0.0 0.0
-0.2 0.2 -0.4
0.5 0.5 0.9
0.5 2.1 -1.7
-1.0 -0.7 -0.1
1.3 -0.2 -0.9
0.1 -0.3 1.2
-1.6 0.0 -0.1
1.4 0.4 -1.4
0.4 0.8 -0.1
-1.3 0.6 0.5
0.5 -0.2 1.6
0.1 -0.3 -0.2
-0.2 -0.1 -0.3
-0.5 0.1 0.1
-0.1 -0.7 0.6
0.3 -0.7 -0.5
0.2 -0.1 -0.2
-0.1 -0.1 0.9
-0.1 -0.1 0.6
-0.4 0.4 -0.5
0.6 -0.1 0.4
0.1 0.3 -0.6
-0.1 -0.6 1.0
-0.4 0.2 -0.1
0.6 -0.2 -0.1
-0.1 -0.3 0.4
0.4 -0.5 -0.2
-0.7 -0.3 -0.3
0.0 0.8 -0.6
-0.4 -0.1 -0.2
0.0 -0.4 -0.1
-0.4 -0.5 -0.1
-0.3 0.4 0.1
-1.2 0.0 -0.3
0.1 0.4 0.8
-0.8 0.6 -1.6
-0.6 -0.8 1.5
-0.5 -1.3 -0.8
-0.2 0.3 -0.8
0.9 -0.7 0.4
-0.2 -0.2 0.4
0.0 -0.4 0.2
0.1 0.1 0.1
0.6 0.0 -0.1
0.1 0.0 0.1
0.1 0.0 0.1
0.5 0.4 -0.2
0.6 0.9 0.0
0.3 -0.4 -0.1
0.4 -0.2 0.6
-0.2 0.7 0.1
0.5 0.1 -0.4
0.5 0.1 0.0
0.0 0.2 0.2
-0.3 -0.1 0.6
0.4 -0.3 0.5
0.3 0.0 -0.1
0.0 0.6 -1.0
-0.8 0.4 0.0
-0.2 0.2 -0.4
0.8 -0.7 0.0
-0.9 -0.5 0.0
0.7 -0.8 -0.3
1.1 0.5 0.6
-0.5 0.8 0.0
-0.8 0.6 0.5
-0.1 -0.2 0.1
1.1 -0.1 -1.8
-0.2 1.3 0.9
-2.1 -1.2 -1.4
1.5 -1.5 0.0
-0.3 0.4 -0.4
0.0 -0.1 -0.1
0.6 -0.1 0.1
-0.2 -0.1 -0.7
-0.1 0.5 0.5
-0.7 0.2 -0.5
0.4 0.1 -0.5
-0.3 -0.6 -0.1
0.1 -0.1 0.3
0.2 -0.1 0.4
-0.2 0.7 -0.3
0.1 -0.1 0.5
-0.4 -0.1 0.1
0.8 -0.1 0.0
-0.3 -0.6 0.3
-0.4 0.3 0.3
0.6 -0.3 0.5
-0.6 0.3 0.8
0.2 0.5 0.2
0.5 0.4 0.3
-0.7 0.0 0.3
-0.5 -0.2 0.8
-0.9 0.1 0.7
1.0 0.9 0.1
-0.4 -1.2 0.4
0.1 2.1 0.0
0.7 -0.3 -0.7
-1.1 -1.0 0.7
0.4 0.3 0.8
0.1 0.3 1.0
0.1 -0.4 -0.4
0.0 0.7 -0.3
0.4 -0.4 -0.4
0.3 -0.2 -0.7
0.1 -0.4 0.1
0.4 0.5 -0.3
-0.2 0.4 -0.1
0.2 -0.3 -0.1
-0.4 0.1 -0.2
0.1 -0.4 -0.1
-0.3 -0.4 -0.7
0.2 0.1 0.4
0.1 0.2 0.3
0.2 0.1 -0.3
0.4 0.1 0.0
0.3 -0.1 -0.3
0.4 -0.5 -0.1
-0.3 -0.5 0.2
0.1 -0.1 -0.4
-0.5 0.2 -0.8
0.5 -0.7 -0.6
-0.6 1.9 1.2
0.2 -0.5 0.3
0.7 1.5 0.2
-0.6 -0.3 -1.1
-0.4 -0.5 -1.1
0.6 0.1 0.2
0.2 -0.3 0.1
0.1 -1.1 0.4
-0.1 0.0 -0.3
-0.2 -0.2 0.3
-0.2 0.3 0.4
-0.3 -0.2 -0.3
-0.1 -0.2 0.0
0.2 -0.2 0.0
0.3 0.1 0.3
0.0 0.2 -0.1
-0.1 -0.7 0.3
-0.6 0.2 1.1
-0.9 -1.0 -1.9
0.4 -0.2 -0.8
0.1 -0.4 1.0
-0.1 1.4 0.8
-0.6 0.9 -0.2
-0.1 -0.7 -0.4
-0.2 -0.9 1.1
0.0 0.1 -0.1
0.4 0.3 0.1
0.4 -0.4 1.1
0.0 -0.3 -0.1
0.5 1.2 0.1
0.6 0.3 0.3
0.2 -0.6 -0.3
0.2 -0.6 -0.6
-0.1 -0.5 -0.3
-0.3 0.1 -0.1
-0.1 -0.5 -0.7
-2.7 1.2 -1.2
1.6 0.6 -0.3
-0.3 -0.3 -0.8
0.8 -0.5 0.8
-0.3 -0.2 0.4
0.2 -0.9 -0.2
0.4 0.6 0.9
0.0 0.6 0.2
0.3 -0.2 0.3
-0.3 0.1 0.6
0.2 -0.3 -0.4
0.7 0.2 0.1
0.5 -0.1 -0.1
-0.4 -0.1 0.7
0.2 -0.1 -0.4
-0.4 0.0 -0.1
-0.5 0.3 0.3
-1.2 0.7 -0.7
0.2 0.1 0.0
1.0 -0.3 -1.5
0.6 1.1 1.2
-0.9 -0.1 0.3
0.7 -0.2 0.8
0.3 0.4 0.3
-1.2 0.0 -0.8
-2.3 -0.3 3.9
0.7 -0.4 0.1
-0.2 0.0 -0.2
0.1 -0.6 -0.1
-0.3 -0.4 0.4
-0.1 -0.5 -0.1
0.3 0.4 0.7
0.3 -0.3 -0.5
0.1 -0.3 0.0
-0.1 0.4 -0.3
-0.7 0.4 1.3
-0.2 -1.6 -0.2
1.2 1.1 -0.9
0.1 -0.1 -1.6
-0.2 0.2 0.4
0.0 -0.2 0.2
0.2 0.4 0.0
0.6 0.3 0.6
-0.3 -0.8 -2.1
0.3 -0.6 0.8
0.0 2.1 1.1
-0.1 0.1 -0.4
-0.3 -0.1 -0.1
-0.2 -0.3 0.1
0.0 1.8 0.0
-0.7 0.5 0.2
-0.2 -0.8 -0.1
0.1 -1.0 -0.3
-0.4 -0.1 0.3
0.5 -0.4 0.3
0.3 0.1 -0.1
-1.1 -0.1 0.3
-1.3 -0.7 2.5
2.2 0.5 -3.9
1.0 -0.3 -1.8
0.5 0.8 -0.5
0.1 0.2 -0.2
0.5 -0.1 -0.5
-1.6 1.4 1.0
1.3 -0.6 0.0
-0.5 -0.2 0.2
0.1 0.9 -0.7
0.2 -0.1 -0.2
0.3 -0.9 -0.3
0.3 -0.2 -0.1
0.9 -0.4 0.1
-0.3 1.3 1.1
-0.3 -1.7 -0.3
0.0 0.8 -0.4
-0.6 -0.3 -0.7
-0.1 -0.3 0.3
-0.1 0.5 -0.1
-0.4 1.0 -2.3
-0.1 -2.2 2.1
0.4 1.1 -1.1
0.4 1.3 -1.3
0.0 -0.3 0.2
0.1 0.0 0.9
-0.5 -0.1 0.5
-1.0 1.7 1.3
2.2 -2.4 -0.4
-0.3 0.6 0.5
-1.1 1.9 -0.7
0.1 -0.8 -0.3
-0.3 -0.6 0.3
0.6 -0.3 -0.7

Löwdin atomic charge list, values in e, 5 entries: C -0.0410; C -0.2206; C -0.1220; N -0.2257; C -0.1479